[1]
Computed, not measured: C14H26BF4O3P3PdSbSe4Te as an isolated structure in a non-equilibrium geometry, with the ωB97M-V functional and the def2-TZVPD basis.

```
58
Properties=species:S:1:pos:R:3:mulliken_charge:R:1
Pd -0.024 0.047 0.321 1.3088
Se 1.153 4.583 -0.021 -0.5024
Sb 1.279 2.293 0.377 1.1780
Se -1.674 1.742 -0.432 -0.2326
Se -0.952 1.771 1.817 -0.6043
Se 3.223 1.461 1.417 -0.5591
C 0.392 -1.904 -2.810 -0.9920
P 1.027 -1.430 -1.187 1.8158
C 2.771 -1.024 -1.462 -1.0917
C 1.136 -3.042 -0.311 -0.0807
C 1.451 -4.217 -0.994 -0.7592
C 1.469 -5.435 -0.336 -0.7859
C 1.168 -5.500 1.019 -0.8269
C 0.863 -4.340 1.707 -0.7645
C 0.851 -3.112 1.047 0.2242
P 0.482 -1.576 1.950 1.4382
C 1.923 -1.425 3.042 -1.3700
C -0.856 -2.033 3.079 -1.4906
H 1.146 -2.489 -3.337 0.5025
H 0.179 -1.005 -3.378 -0.2410
H -0.519 -2.484 -2.671 0.3988
H 2.813 -0.081 -2.008 0.2376
H 3.250 -1.811 -2.047 0.4519
H 3.283 -0.902 -0.509 0.2949
H 1.680 -4.186 -2.051 0.3379
H 1.708 -6.337 -0.885 0.4003
H 1.162 -6.453 1.533 0.3960
H 0.619 -4.396 2.760 0.2778
H 1.836 -0.529 3.656 0.4320
H 2.824 -1.326 2.442 0.3235
H 1.979 -2.311 3.677 0.4701
H -1.661 -2.501 2.520 0.3467
H -1.251 -1.133 3.549 0.4662
H -0.466 -2.702 3.848 0.5164
F -1.733 -1.814 -0.770 0.0325
B -2.923 -2.002 0.009 0.0991
F -2.836 -1.133 1.122 -0.4442
F -2.934 -3.335 0.467 -0.4092
F -4.039 -1.711 -0.755 -0.3563
C -2.680 1.004 -4.746 -1.0476
C -1.926 2.311 -4.861 -0.4486
O -1.022 2.468 -3.765 -0.1128
P 0.498 1.932 -3.682 -0.5898
O 0.573 1.004 -2.511 -0.3426
Te 1.257 1.113 -5.777 -0.4548
O 1.285 3.252 -3.221 -0.0509
C 1.700 4.311 -4.080 -0.3571
C 0.623 5.372 -4.187 -0.8362
H -3.391 0.904 -5.570 0.4084
H -3.226 0.949 -3.803 0.2686
H -1.981 0.167 -4.790 0.1813
H -2.602 3.167 -4.803 0.3518
H -1.374 2.363 -5.802 0.3773
H 1.957 3.904 -5.060 0.2336
H 2.603 4.716 -3.622 0.2639
H -0.281 4.960 -4.634 0.1506
H 0.974 6.199 -4.809 0.3785
H 0.370 5.758 -3.198 0.1876
```

- energy relative to the best compared isomer or geometry (same formula, charge and spin) (kcal per mole) = 51.10
- net charge = -1
- multiplicity = 1



[2]
Computed, not measured: the molecule C25H23N7O5S2 in a non-equilibrium geometry, with the ωB97M-V functional and the def2-TZVPD basis.

```
62
Properties=species:S:1:pos:R:3:mulliken_charge:R:1
C 0.557 0.649 -2.877 -1.4735
C 1.056 -0.523 -2.095 0.5634
C 2.339 -0.544 -1.574 -0.0383
C 2.664 -1.631 -0.760 0.2459
N 3.825 -1.674 -0.045 -0.2600
S 4.965 -0.430 0.114 1.4090
O 5.570 -0.178 -1.157 -0.6441
O 5.787 -0.863 1.201 -0.7412
C 3.924 0.946 0.552 -0.1867
C 3.848 2.031 -0.301 -0.2651
C 2.852 2.974 -0.127 -0.2920
C 1.930 2.811 0.906 -0.1076
N 0.790 3.609 1.022 -0.2165
C 0.119 4.167 -0.028 0.4445
O 0.582 4.352 -1.130 -0.6188
C -1.331 4.495 0.299 -0.8361
S -2.375 3.112 -0.300 -0.1031
C -1.801 1.858 0.757 0.5225
N -1.221 2.057 1.913 -0.6187
N -0.828 0.867 2.379 -0.7295
C -1.182 -0.054 1.518 0.5259
C -0.900 -1.454 1.694 -0.3877
C -1.619 -2.586 1.407 0.2321
C -0.862 -3.664 1.914 -0.9000
C 0.256 -3.113 2.462 -0.5270
O 0.240 -1.781 2.341 -0.3596
N -1.816 0.530 0.448 0.6466
C -2.373 -0.061 -0.746 -0.3916
C -3.810 -0.427 -0.560 0.1735
C -4.918 0.354 -0.407 -0.4779
C -6.009 -0.536 -0.251 -0.6353
C -5.483 -1.787 -0.322 -0.5403
O -4.153 -1.732 -0.505 -0.2928
C 2.092 1.775 1.831 -0.3948
C 3.080 0.830 1.640 -0.6543
N 1.842 -2.675 -0.640 -0.6510
C 0.684 -2.613 -1.279 0.4205
C -0.158 -3.845 -1.297 -1.2341
N 0.224 -1.552 -1.927 -0.5197
H -0.413 0.423 -3.309 0.3493
H 1.259 0.890 -3.671 0.5327
H 0.476 1.526 -2.236 0.1303
H 3.047 0.236 -1.777 0.7711
H 3.963 -2.490 0.529 0.2778
H 4.552 2.102 -1.115 0.4855
H 2.754 3.800 -0.812 0.4693
H 0.219 3.379 1.837 0.4750
H -1.523 4.632 1.361 0.3725
H -1.661 5.356 -0.280 0.4605
H -2.569 -2.642 0.918 0.8194
H -1.122 -4.702 1.879 0.5872
H 1.105 -3.551 2.947 0.5151
H -1.780 -0.940 -1.017 -0.3450
H -2.288 0.689 -1.540 0.7345
H -4.949 1.424 -0.410 0.4961
H -7.037 -0.275 -0.110 0.4587
H -5.930 -2.759 -0.262 0.4832
H 1.400 1.672 2.653 0.5096
H 3.182 -0.009 2.310 0.4185
H 0.000 -4.351 -2.249 0.3905
H 0.139 -4.510 -0.494 0.3198
H -1.211 -3.593 -1.222 0.2019
```

- net charge = 0
- structure (SMILES) = Cc1cc(NS(=O)(=O)c2ccc(NC(=O)CSc3nnc(-c4ccco4)n3Cc3ccco3)cc2)nc(C)n1
- multiplicity = 1



[3]
Computed, not measured: the molecule C20H21N3O3S in a non-equilibrium geometry, with the ωB97M-V functional and the def2-TZVPD basis.

```
48
Properties=species:S:1:pos:R:3:mulliken_charge:R:1
C 2.141 1.898 -4.993 -0.7881
O 3.210 1.073 -4.482 -0.4780
C 2.878 -0.084 -3.861 0.6459
C 1.927 -0.944 -4.361 -0.4390
C 1.674 -2.179 -3.721 -0.2773
C 2.345 -2.524 -2.547 0.0516
C 1.914 -3.747 -1.754 -1.1005
C 0.624 -3.485 -0.971 -0.5573
N 0.708 -2.195 -0.302 0.0869
C -0.231 -1.778 0.577 0.2651
C -0.150 -0.530 1.127 -0.4996
C -1.205 -0.138 1.968 0.5145
C -1.281 1.209 2.518 0.3446
C -2.229 1.697 3.387 -0.8314
C -2.084 3.114 3.636 -0.3873
C -0.985 3.666 2.956 0.1325
C -0.545 5.041 2.956 0.8885
C -1.363 6.125 3.674 -1.2350
O 0.427 5.301 2.272 -0.5940
S -0.138 2.441 1.972 -0.2426
N -2.221 -0.946 2.223 -0.4355
C -2.173 -2.143 1.679 0.2338
O -3.165 -3.053 1.891 -0.4198
C -4.267 -2.706 2.728 -0.6568
N -1.219 -2.571 0.857 -0.3620
C 3.292 -1.609 -2.040 -0.2815
C 3.533 -0.381 -2.676 -0.5422
H 1.205 1.808 -4.382 0.3308
H 1.907 1.572 -6.000 0.3081
H 2.464 2.949 -4.971 0.2579
H 1.418 -0.735 -5.295 0.3289
H 0.937 -2.855 -4.145 0.4299
H 1.778 -4.620 -2.377 0.4211
H 2.670 -4.042 -1.009 0.3171
H 0.511 -4.283 -0.236 0.3710
H -0.272 -3.524 -1.598 0.3075
H 1.272 -1.479 -0.755 -0.0170
H 0.641 0.152 0.852 0.4970
H -2.967 1.078 3.859 0.4903
H -2.729 3.698 4.246 0.4239
H -2.436 5.989 3.428 0.3332
H -1.248 5.943 4.747 0.3406
H -0.977 7.127 3.414 0.3112
H -3.906 -2.676 3.769 0.2876
H -4.745 -1.718 2.484 0.2702
H -5.072 -3.423 2.633 0.2450
H 3.845 -1.803 -1.113 0.2952
H 4.287 0.292 -2.264 0.4151
```

- energy relative to the best compared isomer or geometry (same formula, charge and spin) (kcal per mole) = 65.54
- net charge = 0
- structure (SMILES) = COc1ccc(CCNc2cc(-c3ccc(C(C)=O)s3)nc(OC)n2)cc1
- multiplicity = 1



[4]
Computed, not measured: the molecule C7H9NO in a non-equilibrium geometry, with the ωB97M-V functional and the def2-TZVPD basis.

```
18
Properties=species:S:1:pos:R:3:mulliken_charge:R:1
C -1.643 1.588 1.771 -0.7688
C -0.779 0.758 1.131 0.4205
C 0.456 0.821 0.451 -0.4660
C 0.499 0.145 -0.732 0.1139
C 1.730 -0.175 -1.646 -0.3454
O 3.025 0.277 -0.908 -0.5279
C -0.686 -0.842 -0.795 -0.5931
N -0.447 -1.606 0.453 -0.5369
C -1.369 -0.476 0.573 0.0468
H -1.373 2.597 2.167 0.3015
H -2.846 1.201 1.656 0.1404
H 1.232 1.405 0.965 0.3961
H 1.691 0.791 -2.501 0.2370
H 1.730 -1.383 -1.987 0.2650
H 3.333 -0.461 -0.226 0.3089
H -1.092 -1.352 -1.683 0.4474
H -1.045 -2.452 0.518 0.2613
H -2.416 -0.837 0.792 0.2993
```

- energy relative to the best compared isomer or geometry (same formula, charge and spin) (kcal per mole) = 136.03
- net charge = 0
- structure (SMILES) = C=C1C=C(CO)[C@H]2N[C@@H]12
- multiplicity = 1



| no. | orbital gap (eV) | E_LUMO (eV) |
| --- | --- | --- |
| 1 | 4.55 | 0.0 |
| 2 | 8.74 | 0.3 |
| 3 | 7.95 | -0.5 |
| 4 | 9.02 | 0.6 |